Computed, not measured: a structure of composition C29H39FMnN4O2S, with the ωB97M-V functional and the def2-TZVPD basis.

```
77
Properties=species:S:1:pos:R:3:lowdin_spin:R:1
Mn 0.36652 -0.56091 -0.05392 4.701
S 1.51734 0.30973 -2.16862 0.040
F -1.79112 0.02069 -0.79772 0.033
O -0.21697 -1.77818 -8.34582 0.001
O -2.19039 -1.00462 -7.73825 0.000
N 0.73296 -1.94784 1.97296 0.034
N -0.52275 -2.48153 -1.17225 0.030
N 2.20560 -2.22160 -0.37827 0.027
N -0.40752 0.97025 1.25915 0.038
C -3.28281 1.03316 3.34156 0.000
C 0.00847 1.26239 2.57921 0.005
C 1.64741 -3.09071 1.86580 0.003
C -2.11252 0.07876 3.62312 0.001
C -0.61334 -0.28198 -3.82917 0.003
C 1.58123 -0.42261 -4.79050 0.004
C -3.03134 3.44425 -0.89491 0.005
C -2.82460 2.11911 -1.25928 0.000
C -0.30649 1.05056 4.97489 0.000
C -2.19072 -1.15526 2.71539 0.002
C 1.80016 -3.17358 -1.41211 0.002
C -1.26979 1.81640 0.63309 0.007
C -1.98016 1.36641 -0.48878 0.006
C -1.16942 -0.63382 -5.04582 0.000
C -1.53634 3.15660 0.98836 0.004
C 0.35993 -3.65042 -1.24413 0.003
C 1.22485 1.94636 2.83429 0.003
C -2.38989 3.94010 0.23394 0.000
C 1.65987 3.21791 0.59314 0.000
C 0.86222 1.74247 5.22245 0.002
C 1.61109 2.18335 4.15036 0.000
C 1.02278 -0.78546 -5.99697 0.000
C 2.21795 2.42482 1.77840 0.001
C 0.77432 -0.16136 -3.67139 0.008
C 2.75219 -2.78743 0.85131 0.002
C 3.06152 1.24190 1.28455 0.011
C -0.76820 0.81041 3.68233 0.003
C -0.88488 -1.26661 -7.48963 0.000
C -0.36059 -0.88772 -6.15260 0.002
H 0.24079 -4.23278 -0.33129 0.000
H 0.11815 -4.30475 -2.08690 0.001
H 2.65427 -0.32832 -4.68665 0.000
H -3.68720 4.07439 -1.47882 0.000
H 2.52405 2.73980 4.33350 0.000
H 2.88490 -1.59537 -0.79476 0.001
H -0.56340 -2.04217 -2.09111 0.002
H -3.31478 1.33084 2.29737 0.000
H 3.56602 0.73761 2.11101 0.000
H -3.23527 -1.44466 2.58404 0.000
H 2.89658 3.10042 2.30561 0.000
H -1.25932 -0.06643 -2.99127 0.000
H 1.09763 -1.25725 2.62413 0.001
H 0.93342 3.96226 0.91624 0.000
H -2.27160 -0.29055 4.63970 0.000
H 2.41694 0.52191 0.77712 0.007
H -1.46940 -2.75011 -0.93126 0.002
H -3.31539 1.68184 -2.11912 0.000
H -0.16198 -2.24185 2.34208 0.001
H -4.22484 0.53667 3.58538 0.000
H 2.47143 -4.03978 -1.45102 0.001
H 1.86195 -2.64585 -2.36672 0.000
H -1.66904 -2.00164 3.17234 0.000
H 1.18607 1.93385 6.23756 0.000
H -2.58222 -0.50459 -7.01656 0.000
H 1.18676 2.57109 -0.13892 0.000
H -1.76528 -0.96069 1.73510 0.002
H 3.80931 1.57356 0.56079 0.000
H 3.32464 -3.70356 0.66097 0.001
H -2.55699 4.96908 0.52869 0.000
H 2.48012 3.73621 0.09222 0.000
H -0.88486 0.67932 5.81388 0.000
H -2.24900 -0.73043 -5.10466 0.000
H 3.42756 -2.04909 1.28726 0.000
H 2.10770 -3.34474 2.82462 0.001
H -1.05266 3.55723 1.87023 0.000
H 1.64556 -0.99191 -6.85765 0.000
H -3.20167 1.93464 3.95082 0.000
H 1.07452 -3.95820 1.54192 0.000
```

The value obtained for the LUMO energy (alpha / beta) is 0.00513 / 0.00501 Eh. As for the spin multiplicity: 6. The calculation puts the energy relative to the best compared isomer or geometry (same formula, charge and spin) at 0.378 eV. The gap between HOMO and LUMO (alpha / beta) comes out at 7.2086 / 7.3187 eV. For the HOMO energy (alpha / beta), the calculation gives -7.069 / -7.182 eV.

***

Computed, not measured: the molecule C21H22ClN3O4, with the ωB97M-V functional and the def2-TZVPD basis.

```
51
Properties=species:S:1:pos:R:3:mulliken_charge:R:1
Cl 4.21011 -2.26210 -2.13464 -0.214
O -0.13237 1.04199 0.25150 -0.542
O 0.52046 3.03501 -0.53757 -0.306
O -3.99623 1.72932 -0.43189 -0.708
O 1.48805 -0.95254 -1.57567 -0.634
N -2.21639 0.95924 -1.61112 -0.118
N -4.04348 -0.42151 -1.14484 0.121
N 1.15367 -1.81554 0.51960 -0.111
C -3.29772 -1.57463 -1.63235 -1.472
C -2.23457 -2.17901 1.88044 -1.326
C -0.23395 -1.98168 0.55335 0.710
C -5.01390 -0.78982 -0.13096 -0.970
C -0.85584 -2.14363 1.78838 -0.827
C 5.66777 -0.89308 -0.33464 -0.542
C -3.01399 -2.04511 0.74320 0.617
C -4.51121 -1.96022 0.75464 -0.950
C 1.68535 2.99153 0.28997 0.212
C 2.35794 4.35011 0.24684 -1.441
C 5.82662 -0.11011 0.79454 -0.416
C -3.43365 0.80464 -0.98837 0.727
C 3.27534 -0.88340 -0.00513 0.311
C 3.45501 -0.10193 1.13263 -0.368
C -2.38465 -1.93998 -0.49797 0.760
C -1.00613 -1.92346 -0.60021 -0.389
C -1.48832 2.18330 -1.39966 -0.974
C -0.30836 1.99557 -0.46313 0.706
C 4.39508 -1.27085 -0.73694 0.434
C 1.88271 -1.21453 -0.46129 0.362
C 4.72119 0.28829 1.52902 -0.797
H -0.52638 -1.82606 -1.56048 0.679
H -1.62194 0.14819 -1.68961 0.251
H -5.95209 -1.07214 -0.62001 0.275
H 1.61106 -1.92264 1.41512 0.265
H 3.25165 4.33404 0.86390 0.403
H -5.19338 0.10220 0.47178 0.435
H -4.88223 -1.83858 1.77200 0.365
H 2.63466 4.59580 -0.77436 0.328
H -2.77065 -1.33618 -2.55603 0.470
H -2.70487 -2.27439 2.84830 0.408
H 4.84533 0.90140 2.40855 0.410
H 1.38248 2.72772 1.30973 0.260
H -2.18211 2.90443 -0.95080 0.468
H 2.58681 0.21964 1.69013 0.382
H -1.12378 2.58735 -2.34920 0.366
H 2.35227 2.20687 -0.08652 0.071
H 1.68117 5.11517 0.61720 0.347
H -0.25537 -2.20300 2.68540 0.380
H 6.81728 0.18937 1.10083 0.384
H -4.91553 -2.89932 0.36416 0.346
H -4.02499 -2.36323 -1.84802 0.412
H 6.52212 -1.21248 -0.90981 0.438
```

The value obtained for the LUMO energy is 0.02179 Eh. The calculation puts the energy relative to the best compared isomer or geometry (same formula, charge and spin) at 0.143 eV. The gap between HOMO and LUMO comes out at 8.9443 eV. For the HOMO energy, the calculation gives -8.351 eV.

***

Computed, not measured: a structure of composition C13H25Br10Cl3O2Sr2 at a distorted geometry, with the ωB97M-V functional and the def2-TZVPD basis.

```
55
Properties=species:S:1:pos:R:3:lowdin_spin:R:1
Sr -3.03086 2.30022 2.13575 0.575
Sr -7.00250 2.91085 1.29372 0.149
Br -9.03877 4.16432 3.40902 0.002
Br -5.84363 5.72864 2.34157 0.059
Br -9.88650 2.72823 0.47884 0.004
Br -0.10691 -2.01640 5.28554 0.005
Br -3.14826 -0.84716 1.64528 0.091
Br -9.38345 -4.60619 4.12308 0.000
Br -6.63529 -3.66014 0.44055 0.003
Br -11.36000 -1.16122 1.92761 0.000
Br -7.57112 7.58646 4.44480 0.002
Br -4.74250 -2.53839 5.86198 0.001
Cl -7.60139 3.13488 7.07962 0.000
Cl -9.57395 3.80244 9.13959 0.000
Cl -9.20536 5.65233 6.87727 0.000
O -5.25573 2.23816 3.25941 0.074
O -7.83812 0.77478 2.28662 0.004
C -9.20854 3.97949 7.40672 0.000
C -5.04807 -2.96035 1.40405 0.001
C -11.04987 2.55258 2.19504 0.000
C -9.53294 -2.92955 3.04150 0.000
C -5.87451 6.59450 4.97114 0.001
C -5.96260 1.32109 4.03310 0.005
C -5.79050 5.30594 4.27891 0.004
C -1.92978 -2.64344 5.59927 0.000
C -3.00950 -1.64252 5.38042 0.002
C -10.20572 2.62365 3.45868 0.000
C -6.95122 0.26559 3.28201 0.001
C -4.60735 -1.71423 0.68911 0.006
C -10.94784 -2.36260 3.43540 0.000
H -9.61471 1.72685 3.64459 0.000
H -10.77830 2.79462 4.37029 0.000
H -6.59575 4.70346 4.69925 0.000
H -5.46407 -1.04162 0.64738 0.001
H -11.73125 -3.11935 3.39403 0.000
H -10.01565 3.49023 6.86147 0.000
H -9.35835 -3.06526 1.97416 0.000
H -11.09254 -1.91387 4.41816 0.000
H -7.53376 -0.22161 4.06392 0.000
H -4.29352 -3.73293 1.25618 0.000
H -3.04569 -1.26613 4.35811 0.002
H -5.02925 7.23365 4.71596 0.000
H -8.72246 -2.23522 3.26313 0.000
H -6.28109 -0.49089 2.87366 0.000
H -5.21651 -2.66911 2.44083 0.000
H -11.72215 1.69460 2.19739 0.000
H -2.06811 -3.53432 4.98665 0.000
H -5.91388 6.41590 6.04569 0.000
H -6.50675 2.09647 4.57234 0.000
H -1.91292 -2.99448 6.63106 0.000
H -5.25082 0.81673 4.68662 0.001
H -11.74298 3.39049 2.27000 0.000
H -3.01492 -0.71456 5.95223 0.000
H -4.17243 -1.82271 -0.30446 0.000
H -4.92142 4.71733 4.57274 0.004
```

The value obtained for the LUMO energy (alpha / beta) is -0.12416 / -0.13794 Eh. As for the charge: +1. As for the spin multiplicity: 2. The calculation puts the energy relative to the best compared isomer or geometry (same formula, charge and spin) at 0.000 eV. The gap between HOMO and LUMO (alpha / beta) comes out at 4.7519 / 6.7150 eV. For the HOMO energy (alpha / beta), the calculation gives -8.131 / -10.468 eV.